Entry 1:
DFT (ωB97M-V/def2-TZVPD) results for 4 unconnected molecules or ions with the total composition C22H48O10S at a distorted geometry.

Structure (XYZ):
```
81
Properties=species:S:1:pos:R:3:forces:R:3
C 0.661 -1.672 1.350 0.48 -0.04 0.26
O 0.538 -1.819 2.760 -0.09 -0.04 0.24
C -0.625 -1.214 3.281 0.00 0.21 -0.49
C -0.498 0.313 3.440 0.20 -0.11 0.27
C -0.594 0.732 4.915 -0.77 -0.14 -0.51
C -0.945 2.222 5.138 1.97 -0.38 0.28
C 0.369 2.999 5.119 -0.43 0.82 -0.18
C 0.302 4.399 5.718 0.63 -0.70 -0.05
O 1.507 5.117 5.384 -0.53 0.67 0.17
C 1.375 5.938 4.309 -0.14 -0.01 -1.34
C 1.997 7.290 4.505 0.36 -0.38 0.06
O 0.823 5.613 3.279 0.15 0.04 1.14
C -1.849 2.440 6.327 -1.03 -0.18 -0.76
O -3.084 1.815 5.844 0.11 0.56 -0.17
S -3.258 2.230 4.305 -0.98 -0.47 -0.41
O -3.525 1.023 3.600 0.53 -0.11 -0.03
O -4.185 3.286 4.098 0.42 0.45 0.49
O -1.772 2.794 4.088 -0.77 -0.66 0.05
H 1.651 -1.271 1.138 0.10 0.06 -0.08
H 0.598 -2.653 0.883 -0.17 -0.08 -0.12
H -0.068 -0.987 0.927 -0.19 0.00 -0.07
H -0.874 -1.671 4.235 0.27 -0.20 0.14
H -1.458 -1.435 2.611 -0.18 0.00 0.00
H -1.266 0.778 2.837 -0.14 0.22 0.05
H 0.461 0.646 3.049 0.13 -0.10 -0.18
H -1.328 0.091 5.401 -0.25 0.08 0.03
H 0.352 0.512 5.395 0.14 0.09 0.17
H 1.165 2.461 5.620 -0.03 -0.23 0.15
H 0.663 3.101 4.077 0.02 -0.04 -0.16
H 0.337 4.326 6.801 -0.18 0.13 0.16
H -0.579 4.955 5.412 -0.04 0.09 -0.20
H 1.583 7.765 5.388 -0.07 0.10 0.07
H 1.852 7.885 3.615 -0.15 0.12 -0.09
H 3.067 7.170 4.665 0.10 -0.02 0.13
H -2.099 3.497 6.385 0.36 0.14 0.71
H -1.598 1.943 7.252 0.18 0.08 0.17
C -1.891 0.682 -3.250 -0.03 0.13 0.04
C -1.457 -0.289 -2.167 -0.04 -0.12 -0.09
O -1.116 0.323 -0.936 0.21 0.00 0.09
C -2.141 1.062 -0.295 -0.14 0.08 0.02
C -3.372 0.244 0.053 0.01 -0.10 -0.07
H -1.110 1.419 -3.437 0.03 -0.03 -0.03
H -2.084 0.135 -4.174 0.05 -0.01 -0.02
H -2.800 1.226 -2.989 -0.04 -0.08 0.02
H -0.554 -0.806 -2.494 0.03 0.01 0.04
H -2.220 -1.060 -2.009 -0.05 0.04 -0.02
H -2.415 1.938 -0.894 -0.03 -0.03 -0.03
H -1.691 1.444 0.623 0.06 -0.01 -0.03
H -3.870 -0.152 -0.834 -0.01 0.07 -0.02
H -4.090 0.863 0.591 0.02 -0.01 0.06
H -3.100 -0.603 0.686 -0.02 0.02 0.05
C 1.920 0.532 -6.029 -0.10 -0.01 -0.07
C 1.881 -0.775 -5.256 0.12 0.04 -0.01
O 0.600 -1.377 -5.208 -0.11 -0.05 0.21
C 0.025 -1.726 -6.453 -0.03 0.00 -0.13
C 0.847 -2.718 -7.258 0.12 0.01 0.07
H 1.211 1.246 -5.607 0.01 0.01 0.02
H 2.920 0.964 -5.985 0.01 0.00 0.03
H 1.665 0.394 -7.081 0.06 -0.02 -0.01
H 2.153 -0.587 -4.217 -0.07 -0.04 0.04
H 2.621 -1.481 -5.650 0.00 0.02 -0.06
H -0.183 -0.827 -7.043 0.05 -0.01 -0.03
H -0.941 -2.171 -6.213 0.00 0.02 0.09
H 1.822 -2.315 -7.533 -0.03 0.03 -0.06
H 0.325 -2.979 -8.178 -0.03 -0.01 0.01
H 1.016 -3.629 -6.681 -0.03 -0.01 -0.01
C 0.129 -4.481 -3.370 0.01 -0.10 -0.05
C 0.704 -4.009 -2.047 -0.03 0.11 -0.07
O 1.406 -5.008 -1.329 -0.05 -0.04 0.17
C 2.526 -5.570 -1.984 0.08 -0.04 -0.09
C 3.606 -4.562 -2.339 -0.06 0.11 0.00
H -0.539 -5.331 -3.219 -0.01 0.01 0.04
H -0.430 -3.671 -3.839 0.02 0.03 0.01
H 0.908 -4.793 -4.068 0.01 0.08 -0.02
H -0.108 -3.695 -1.391 0.02 -0.04 0.06
H 1.341 -3.129 -2.196 0.00 0.00 -0.06
H 2.209 -6.125 -2.875 0.02 0.04 -0.04
H 2.932 -6.305 -1.289 -0.06 0.01 0.06
H 3.248 -3.810 -3.045 0.01 -0.04 -0.05
H 4.457 -5.068 -2.797 0.01 -0.02 0.02
H 3.948 -4.040 -1.445 0.02 -0.02 0.01
```
Positions in Å, forces in eV/Å.

As for the lowest unoccupied orbital energy: 0.018 Eh. As for the SMILES: COCCC[C@]1(CCOC(C)=O)COS(=O)(=O)O1.CCOCC.CCOCC.CCOCC.

Results of the Mulliken charge analysis, in e, for atoms 1 through 6:
1. C -0.261
2. O -0.477
3. C -0.843
4. C 0.610
5. C -1.952
6. C 1.831


Entry 2:
DFT (ωB97M-V/def2-TZVPD) results for 7 unconnected molecules or ions with the total composition C22H49Cl12N2O.

Structure (XYZ):
```
86
Properties=species:S:1:pos:R:3:forces:R:3
C -2.152 -1.059 2.160 0.08 -0.05 -0.01
C -1.568 -1.250 0.767 -0.08 0.06 0.25
C -1.991 -0.149 -0.191 0.14 -0.04 -0.12
C -1.464 -0.319 -1.616 -0.11 -0.03 0.02
C 0.044 -0.435 -1.763 -0.04 -0.08 -0.24
N 0.807 0.570 -0.964 0.10 0.20 0.09
C 0.724 1.970 -1.519 0.05 0.11 -0.02
C 0.211 3.003 -0.510 0.13 0.03 0.01
C -0.816 3.945 -1.115 -0.15 -0.08 -0.11
N -1.954 3.213 -1.683 0.00 -0.18 0.25
O 2.167 0.204 -0.934 -0.02 -0.02 -0.06
C 2.498 -0.647 0.208 0.04 0.14 0.00
C 3.399 -1.765 -0.237 -0.44 -0.03 -0.07
H -3.239 -1.137 2.145 -0.07 0.04 0.02
H -1.885 -0.081 2.562 -0.03 0.08 0.03
H -1.774 -1.812 2.847 -0.03 -0.06 0.03
H -1.862 -2.228 0.382 0.04 -0.04 -0.12
H -0.478 -1.272 0.860 0.09 -0.10 -0.05
H -3.079 -0.106 -0.237 -0.09 0.03 0.03
H -1.677 0.816 0.226 -0.05 0.07 0.05
H -1.863 -1.253 -2.012 -0.02 -0.04 -0.10
H -1.837 0.466 -2.273 0.00 0.12 0.03
H 0.345 -0.249 -2.790 0.03 -0.08 -0.09
H 0.418 -1.417 -1.486 0.04 0.00 0.28
H 0.466 0.599 0.002 -0.02 -0.13 0.01
H 0.111 1.935 -2.418 -0.12 -0.04 0.05
H 1.749 2.197 -1.792 0.04 -0.03 -0.17
H 1.052 3.599 -0.162 0.03 -0.01 0.14
H -0.214 2.526 0.378 -0.06 -0.10 -0.01
H -1.124 4.651 -0.344 0.07 0.11 0.06
H -0.329 4.513 -1.910 -0.06 0.11 -0.05
H -2.128 2.376 -1.137 -0.04 0.06 0.05
H -2.805 3.755 -1.594 0.04 0.11 -0.22
H 1.575 -1.043 0.630 -0.05 -0.03 0.08
H 2.982 -0.011 0.945 -0.05 0.03 0.08
H 2.847 -2.484 -0.840 0.05 -0.02 -0.15
H 3.727 -2.267 0.666 0.25 -0.11 -0.09
H 4.244 -1.385 -0.803 0.15 -0.03 0.06
Cl -0.675 1.956 -5.018 -0.02 0.02 0.01
C 1.031 1.966 -5.545 0.09 0.04 -0.04
C 1.430 0.691 -6.234 -0.02 -0.10 0.04
Cl 1.403 -0.701 -5.109 0.08 -0.03 -0.02
H 1.638 2.137 -4.659 0.02 0.01 0.00
H 1.162 2.802 -6.229 -0.06 0.00 -0.02
H 2.449 0.787 -6.603 0.00 -0.04 0.00
H 0.776 0.449 -7.065 0.00 0.01 0.06
Cl 2.261 1.025 3.637 0.00 0.00 -0.01
C 3.610 0.504 4.701 0.02 -0.01 0.03
C 4.828 0.106 3.916 0.02 0.03 -0.01
Cl 4.548 -1.392 2.980 0.09 0.03 0.12
H 3.245 -0.314 5.315 -0.04 0.00 -0.01
H 3.858 1.348 5.338 -0.08 0.05 -0.07
H 5.653 -0.093 4.599 -0.03 -0.03 0.03
H 5.118 0.882 3.213 0.01 -0.01 -0.02
Cl -1.438 -4.895 1.759 0.10 -0.06 -0.06
C -3.123 -5.492 1.782 -0.02 0.08 0.00
C -4.074 -4.395 2.180 0.01 -0.03 0.04
Cl -3.845 -3.883 3.873 -0.04 -0.01 0.02
H -3.160 -6.338 2.462 0.00 0.03 0.04
H -3.361 -5.829 0.775 0.04 0.00 -0.01
H -5.104 -4.728 2.093 0.06 -0.09 -0.02
H -3.939 -3.515 1.555 -0.01 0.02 0.01
Cl -0.095 3.351 -12.130 0.00 0.00 0.00
C -1.027 2.558 -10.838 -0.02 0.00 -0.02
C -0.368 2.715 -9.492 -0.02 0.01 0.02
Cl 1.175 1.812 -9.396 -0.02 0.08 -0.05
H -1.136 1.509 -11.103 0.01 0.00 -0.01
H -2.009 3.025 -10.812 0.00 0.01 0.00
H -1.020 2.321 -8.714 0.00 -0.02 0.00
H -0.146 3.758 -9.282 0.02 0.00 -0.01
Cl 5.112 1.272 7.654 0.02 0.04 0.11
C 6.486 0.682 8.632 0.02 -0.05 0.00
C 7.657 0.299 7.765 0.02 0.02 0.00
Cl 7.298 -1.121 6.745 0.00 0.00 -0.01
H 6.126 -0.161 9.215 0.00 -0.01 -0.01
H 6.773 1.488 9.304 -0.01 0.03 -0.02
H 8.507 0.038 8.393 -0.01 -0.03 0.00
H 7.939 1.113 7.102 0.01 0.00 0.00
Cl -6.106 -0.481 3.455 0.01 0.01 0.00
C -7.710 -1.218 3.719 -0.04 0.00 0.01
C -7.655 -2.723 3.665 0.07 -0.01 0.04
Cl -7.270 -3.305 2.020 -0.17 0.04 -0.04
H -8.382 -0.820 2.963 0.01 0.01 -0.01
H -8.050 -0.904 4.704 0.02 0.01 0.01
H -8.623 -3.139 3.934 -0.01 0.01 -0.03
H -6.891 -3.116 4.332 0.02 0.00 -0.01
```
Positions in Å, forces in eV/Å.

As for the lowest unoccupied orbital energy: -0.060 Eh. Its charge is +1.

Results of the Mulliken charge analysis, in e, for atoms 1 through 6:
1. C -1.391
2. C 0.766
3. C -0.453
4. C -0.625
5. C -0.129
6. N 0.356


Entry 3:
DFT (ωB97M-V/def2-TZVPD) results for 7 unconnected molecules or ions with the total composition C22H49ClIN6O7.

Structure (XYZ):
```
86
Properties=species:S:1:pos:R:3:forces:R:3
O -2.416 0.135 -0.309 0.30 -0.33 -0.35
C -2.872 1.484 -0.075 0.47 0.45 -0.35
Cl -3.485 1.462 1.752 -0.16 -0.33 0.61
C -4.178 1.674 -0.826 0.02 -0.64 0.05
C -5.169 0.481 -0.716 0.14 0.29 -0.14
C -6.588 0.919 -0.476 0.14 -0.46 -0.06
I -7.701 -0.630 0.580 -0.08 0.20 -0.10
H -2.838 -0.229 -1.106 -0.15 0.11 0.24
H -3.892 1.790 -1.867 -0.04 0.22 -0.35
H -4.625 2.594 -0.472 -0.12 0.28 -0.02
H -5.120 -0.100 -1.630 -0.09 -0.29 -0.16
H -4.839 -0.160 0.087 0.13 -0.09 0.31
H -6.650 1.806 0.131 -0.14 0.13 0.34
H -7.127 1.044 -1.401 -0.31 0.19 -0.18
C -2.542 -1.577 -5.560 -0.18 0.00 -0.07
C -2.376 -1.202 -4.105 0.12 0.00 0.02
O -3.349 -0.927 -3.409 0.07 0.01 0.12
N -1.115 -1.187 -3.626 -0.16 -0.12 -0.05
C 0.108 -1.515 -4.349 -0.22 0.21 0.37
H -3.600 -1.547 -5.804 -0.03 0.02 0.06
H -2.010 -0.875 -6.202 0.06 -0.07 -0.04
H -2.164 -2.584 -5.744 0.06 0.03 -0.07
H -1.043 -0.906 -2.657 0.20 0.17 -0.06
H 0.614 -2.344 -3.853 0.06 -0.05 -0.08
H 0.779 -0.659 -4.348 0.03 -0.02 0.01
H -0.105 -1.800 -5.370 -0.04 -0.05 0.00
C 3.001 -4.673 -5.522 0.00 0.01 0.02
C 2.331 -3.887 -6.624 -0.02 0.05 0.03
O 1.828 -2.797 -6.421 0.07 -0.04 -0.12
N 2.308 -4.444 -7.868 0.07 -0.10 0.07
C 2.849 -5.720 -8.292 -0.17 0.25 -0.16
H 2.935 -4.097 -4.604 -0.04 0.06 -0.02
H 2.502 -5.632 -5.373 0.07 -0.04 -0.01
H 4.052 -4.847 -5.754 -0.01 -0.09 0.01
H 1.847 -3.869 -8.555 -0.01 0.00 -0.01
H 3.598 -5.572 -9.072 0.05 -0.08 0.03
H 2.055 -6.353 -8.693 0.05 -0.08 0.03
H 3.314 -6.235 -7.459 0.01 0.00 0.04
C 0.636 3.886 4.462 -0.17 0.05 -0.08
C -0.611 3.378 3.768 -0.12 -0.27 -0.08
O -1.269 4.079 3.018 0.18 0.29 0.03
N -0.960 2.085 4.002 0.11 0.01 0.05
C -0.313 1.141 4.889 -0.13 -0.02 -0.27
H 0.802 4.919 4.173 -0.05 0.03 -0.03
H 0.527 3.843 5.544 0.14 -0.03 0.03
H 1.506 3.296 4.168 0.02 -0.03 0.11
H -1.739 1.744 3.446 -0.08 0.16 -0.10
H 0.059 0.282 4.325 0.03 -0.07 0.12
H -1.025 0.773 5.631 0.06 -0.04 0.05
H 0.521 1.605 5.408 0.00 0.01 0.02
C -0.533 -1.581 1.550 0.03 -0.04 0.15
C -0.509 -2.711 2.543 0.01 0.07 0.02
O -0.189 -2.567 3.715 0.05 -0.01 -0.01
N -0.870 -3.942 2.082 0.05 0.03 -0.10
C -1.289 -4.301 0.741 0.02 -0.17 0.27
H -0.238 -0.665 2.052 -0.01 0.02 0.05
H 0.165 -1.775 0.733 -0.07 0.02 -0.07
H -1.532 -1.432 1.138 0.04 0.11 -0.09
H -0.837 -4.662 2.784 -0.03 0.00 0.01
H -2.299 -4.715 0.759 -0.02 0.04 -0.10
H -0.614 -5.053 0.323 -0.02 0.04 -0.09
H -1.286 -3.431 0.094 -0.02 0.03 0.00
C 4.516 3.049 5.936 -0.01 0.01 -0.02
C 3.685 3.752 6.984 -0.07 0.01 -0.05
O 2.772 4.501 6.688 0.08 0.05 0.07
N 3.992 3.513 8.291 0.11 -0.06 -0.04
C 5.030 2.657 8.828 -0.25 0.20 0.14
H 4.149 3.340 4.958 -0.05 0.04 0.01
H 5.565 3.335 6.018 0.03 -0.08 0.01
H 4.431 1.967 6.037 0.07 -0.01 0.00
H 3.399 4.009 8.938 -0.01 -0.01 0.01
H 4.591 1.877 9.453 0.08 -0.07 -0.02
H 5.722 3.240 9.440 0.08 -0.06 -0.02
H 5.590 2.184 8.029 0.00 0.00 -0.04
C 1.642 2.968 -2.534 0.05 -0.05 -0.14
C 1.040 1.731 -1.904 -0.19 0.17 0.36
O 1.139 0.629 -2.439 0.13 -0.25 -0.23
N 0.396 1.888 -0.741 0.44 -0.02 -0.11
C 0.184 3.102 0.025 -0.35 -0.12 0.14
H 2.126 2.681 -3.463 -0.01 -0.06 -0.01
H 0.867 3.704 -2.750 0.03 0.06 0.06
H 2.384 3.416 -1.872 -0.05 0.08 0.01
H 0.000 1.034 -0.374 -0.42 0.08 -0.03
H 0.623 2.984 1.017 0.01 0.13 0.03
H -0.893 3.256 0.139 0.05 -0.07 0.07
H 0.628 3.965 -0.461 0.10 -0.04 -0.06
```
Positions in Å, forces in eV/Å.

As for the lowest unoccupied orbital energy: 0.069 Eh. Its charge is -1.

Results of the Mulliken charge analysis, in e, for atoms 1 through 6:
1. O -0.077
2. C -0.194
3. Cl -0.518
4. C -1.331
5. C -0.167
6. C -1.130


Number 1: calculated total energy -2017.53892 Ha, E_HOMO -9.30 eV. Number 2: calculated total energy -6574.45856 Ha, E_HOMO -12.19 eV. Number 3: calculated total energy -2480.84368 Ha, E_HOMO -2.36 eV.